1.
Below is a molecular structure, C20H28ClFGdN2O2 at a distorted geometry, with properties calculated with ωB97M-V/def2-TZVPD.

Last column: Mulliken spin population.
Element x y z (Å)
1 Gd -0.9041 0.0136 0.4610  6.53
2 Cl -1.7509 0.4804 3.2000  0.12
3 N -0.0958 2.3721 -0.0075  -0.15
4 N -0.4528 -2.4067 0.5248  -0.04
5 C -0.9581 3.0898 -0.6323  0.14
6 C -0.9706 -3.1218 -0.4823  0.06
7 C 0.9789 3.2533 0.5369  0.01
8 C 0.3691 4.6460 0.3187  -0.03
9 C 2.2814 3.0714 -0.2415  0.00
10 C 1.2227 2.8026 1.9755  0.04
11 H 2.1287 3.3647 -1.3005  0.00
12 H 2.5967 2.0451 -0.1755  0.01
13 H 3.0581 3.7422 0.1770  0.00
14 H 0.3407 3.0946 2.5737  -0.01
15 H 2.1350 3.2670 2.3915  0.01
16 H 1.3150 1.7086 1.9690  -0.01
17 C 0.6218 -3.2143 1.1787  0.18
18 C 0.4593 -4.5863 0.4908  -0.05
19 C 0.3696 -3.2882 2.6877  -0.04
20 C 1.9764 -2.5911 0.8384  -0.03
21 H 2.1997 -2.8150 -0.1991  0.00
22 H 2.7687 -3.0248 1.4843  0.00
23 H 1.9854 -1.4803 0.9256  0.00
24 H -0.6320 -3.7182 2.8844  -0.01
25 H 0.4183 -2.3086 3.1663  -0.02
26 H 1.1115 -3.9588 3.1657  0.01
27 O -0.5197 -4.3759 -0.5850  0.00
28 H 0.0607 -5.3588 1.1608  -0.01
29 H 1.3818 -4.9563 0.0128  0.00
30 O -0.8392 4.4192 -0.5270  0.00
31 H 1.0050 5.3420 -0.2482  0.00
32 H 0.0428 5.1309 1.2583  0.00
33 C -2.0187 2.4335 -1.4512  0.19
34 C -1.9006 -2.5744 -1.4906  0.39
35 C -1.3671 -1.2715 -2.1152  -0.50
36 H -2.8469 -2.3538 -0.9450  -0.20
37 H -2.1790 -3.3603 -2.2136  0.03
38 C -1.6984 -0.0760 -1.5541  0.95
39 C -1.4458 1.1608 -2.0994  -0.20
40 H -2.4970 -0.1185 2.2407  -0.23
41 C -0.6619 1.1776 -3.3074  0.04
42 C -0.1898 0.0017 -3.8696  -0.01
43 C -0.4129 2.5261 -3.9388  -0.01
44 C -0.5796 -1.2452 -3.3211  0.01
45 H 0.5264 0.0243 -4.7479  -0.01
46 C -0.2191 -2.5283 -4.0078  -0.02
47 H 0.3338 -2.3791 -4.8485  0.00
48 H -1.1742 -3.0943 -4.2260  0.00
49 H 0.3184 -3.2198 -3.3006  0.00
50 H -1.3326 3.0979 -3.9807  0.00
51 H 0.0069 2.3895 -4.9305  0.00
52 H 0.2849 3.1223 -3.3428  0.00
53 H -2.4998 3.1540 -2.1474  0.01
54 H -2.8375 2.1596 -0.7482  -0.08
55 F 1.3399 0.0422 0.0499  -0.03

Values from the calculation:
Frontier orbital gap (alpha / beta), eV: 3.611 / 2.792
2S+1: 8
LUMO (alpha / beta), eV: 2.73 / 2.79
<S²>: 16.284
Total charge: -1
DFT total energy, eV: -64343.165

***

2.
Below is a molecular structure, C20H28ClFeN5O4 at a distorted geometry, with properties calculated with ωB97M-V/def2-TZVPD.

Last column: Mulliken spin population.
Element x y z (Å)
1 Fe -1.5534 -3.3342 0.9842  3.84
2 N -3.6045 -4.3323 0.3203  0.04
3 C -3.5949 -4.0873 -1.1340  -0.03
4 C -2.2261 -4.4771 -1.7201  -0.04
5 O -2.1154 -5.2796 -2.6208  0.17
6 N -1.2050 -3.7998 -1.1177  0.42
7 C 0.1001 -4.1718 -1.4467  0.11
8 C 0.8348 -4.7649 -0.0709  0.06
9 O 1.7075 -5.5517 -0.2676  0.25
10 O 0.3386 -4.2555 0.9520  0.11
11 H -3.6584 -5.3396 0.4781  0.00
12 H -4.4450 -3.9216 0.7221  0.00
13 H -3.7478 -3.0195 -1.3059  0.00
14 H -4.3701 -4.6502 -1.6646  0.00
15 H 0.7337 -3.3094 -1.6610  0.04
16 H 0.1723 -4.9401 -2.2238  0.00
17 C -0.1903 1.5990 -2.3809  0.00
18 C 0.0082 2.9825 -1.7542  0.00
19 C -0.9689 3.9453 -2.4504  0.00
20 C 1.4279 3.4801 -2.0647  0.00
21 C -0.2601 2.9930 -0.2095  0.00
22 O -0.3897 4.3368 0.2238  0.00
23 C 0.8379 2.3789 0.7032  0.00
24 C 1.4340 0.9949 0.4048  0.00
25 C 2.3167 0.5561 1.5362  0.00
26 C 2.0124 -0.5793 2.2851  0.00
27 C 2.8384 -0.9972 3.3097  0.00
28 C 3.9912 -0.2710 3.6007  0.00
29 Cl 5.0338 -0.7913 4.8595  0.00
30 C 4.3113 0.8678 2.8635  0.00
31 C 3.4761 1.2694 1.8430  0.00
32 C -1.6568 2.4100 0.1710  0.00
33 N -1.6761 1.0777 0.6945  0.00
34 C -1.8029 -0.1075 0.0953  0.00
35 N -1.7923 -1.0718 1.0085  0.01
36 C -1.6656 -0.3944 2.1810  0.00
37 N -1.5934 0.8946 2.0105  0.00
38 H 0.1671 1.6225 -3.4070  0.00
39 H -1.2452 1.3400 -2.4124  0.00
40 H 0.3528 0.8202 -1.8593  0.00
41 H -0.7141 4.0119 -3.5047  0.00
42 H -0.9193 4.9417 -2.0216  0.00
43 H -1.9976 3.6015 -2.3793  0.00
44 H 1.5546 3.5254 -3.1434  0.00
45 H 2.1955 2.8216 -1.6713  0.00
46 H 1.5981 4.4840 -1.6812  0.00
47 H 0.3871 4.8341 -0.0586  0.00
48 H 0.4080 2.3653 1.7087  0.00
49 H 1.6591 3.0959 0.7281  0.00
50 H 2.0405 1.0408 -0.5013  0.00
51 H 0.6613 0.2416 0.2619  0.00
52 H 1.1283 -1.1613 2.0514  0.01
53 H 2.6039 -1.8820 3.8805  0.00
54 H 5.2086 1.4219 3.0902  0.00
55 H 3.7362 2.1410 1.2624  0.00
56 H -2.3524 2.4820 -0.6636  0.00
57 H -2.0035 3.0547 0.9834  0.00
58 H -1.8921 -0.2738 -0.9593  0.00
59 H -1.6350 -0.8680 3.1421  0.00

Values from the calculation:
Frontier orbital gap (alpha / beta), eV: 7.220 / 4.791
2S+1: 6
LUMO (alpha / beta), eV: -3.78 / -6.21
<S²>: 8.768
Total charge: +1
DFT total energy, eV: -83738.128

***

3.
Below is a molecular structure, C20H28F3O5STc at a distorted geometry, with properties calculated with ωB97M-V/def2-TZVPD.

Last column: Mulliken spin population.
Element x y z (Å)
1 O -0.0086 -0.5292 -2.8834  0.02
2 C 0.0739 0.7035 -3.7141  0.00
3 C 0.0777 0.0481 -5.0684  0.00
4 H 0.9942 1.2469 -3.4844  0.00
5 H -0.8118 1.3219 -3.5438  0.00
6 C 0.0938 -1.2235 -4.1758  0.00
7 H 0.9791 0.1720 -5.6822  0.00
8 H -0.8639 0.1968 -5.6094  0.00
9 C 1.4132 -1.9407 -4.3881  0.00
10 H 2.2575 -1.2896 -4.1312  0.00
11 H 1.5158 -2.1957 -5.4505  0.00
12 H 1.4348 -2.8690 -3.8148  0.00
13 C -1.1280 -2.0760 -4.4250  0.00
14 H -2.0234 -1.5163 -4.1237  0.00
15 H -1.0414 -2.9833 -3.8181  0.00
16 H -1.1854 -2.3389 -5.4929  0.00
17 Tc -0.3263 -1.0938 1.9200  2.24
18 C -1.8210 -0.9010 3.4044  -0.09
19 C -2.0892 0.5265 3.4751  0.20
20 C -2.7657 0.9043 2.2955  0.07
21 H -2.0285 1.1250 4.3652  0.02
22 C -2.8983 -0.2079 1.4465  0.24
23 C -2.3741 -1.3783 2.1273  0.13
24 H -2.6128 -2.3996 1.8567  0.02
25 H -1.7261 -1.5023 4.2993  0.02
26 H -3.1541 1.8962 2.1220  0.00
27 H -3.4107 -0.2248 0.4920  0.00
28 C 0.5634 -2.2891 3.4506  -0.02
29 C -0.2361 -3.1117 2.5746  -0.10
30 C 0.3258 -3.0628 1.2573  0.06
31 H -1.0905 -3.6989 2.8547  0.01
32 C 1.5185 -2.2677 1.3193  0.11
33 C 1.6372 -1.7460 2.6588  -0.05
34 H 2.4232 -1.1157 3.0101  0.01
35 H 0.4370 -2.1184 4.5004  0.01
36 H -0.0571 -3.5534 0.3746  0.01
37 H 2.2011 -2.0811 0.5095  0.00
38 O 1.6303 1.9761 -1.5454  0.00
39 C 0.7759 1.0914 -0.7065  0.03
40 C -0.6488 1.6691 -0.6293  0.08
41 H 1.1471 1.0309 0.3483  -0.02
42 H 0.8112 0.0762 -1.1288  0.01
43 C -0.4031 3.1634 -0.8831  0.01
44 H -1.0610 1.5288 0.3738  -0.07
45 H -1.2782 1.1637 -1.3732  -0.02
46 C 1.0656 3.2815 -1.3624  0.00
47 H -0.4952 3.6616 0.0834  0.00
48 H -1.1143 3.6244 -1.5748  0.00
49 H 1.5925 3.8325 -0.5509  0.00
50 H 1.1999 3.7884 -2.3365  0.00
51 F 2.6266 2.6914 5.0675  0.00
52 C 2.3922 1.9939 3.9369  0.01
53 F 2.7106 2.7680 2.8761  0.00
54 F 3.2067 0.9080 3.9356  0.00
55 S 0.6292 1.4477 3.8295  -0.02
56 O 0.4146 0.5634 4.9497  0.01
57 O -0.1681 2.6405 3.6757  0.01
58 O 0.6734 0.6726 2.5067  0.05

Values from the calculation:
Frontier orbital gap (alpha / beta), eV: 6.597 / 5.368
2S+1: 4
LUMO (alpha / beta), eV: -5.07 / -6.30
<S²>: 3.793
Total charge: +1
DFT total energy, eV: -52606.064

***

4.
Below is a single C20H28FNO3 molecule, with properties calculated with ωB97M-V/def2-TZVPD.

Last column: natural (NBO) charge in e.
Element x y z (Å)
1 C -2.3014 5.1254 1.8143  -0.64
2 C -2.1580 3.6655 2.2202  -0.08
3 O -1.5130 2.8987 1.2030  -0.52
4 C -2.2798 2.4404 0.2101  0.82
5 O -3.4674 2.6358 0.1473  -0.62
6 C -1.4929 1.6847 -0.8546  -0.13
7 C -1.3044 2.6737 -2.0288  -0.37
8 C -0.4519 3.8733 -1.6895  -0.24
9 C 0.1234 4.7005 -2.8006  -0.42
10 C 1.0241 3.8578 -1.9504  -0.42
11 C -2.3504 0.5004 -1.3269  -0.42
12 C -2.4493 -0.5638 -0.2267  -0.21
13 N -1.1666 -1.0526 0.2341  -0.45
14 C -0.4916 -1.9312 -0.7076  -0.23
15 C 0.6149 -2.6832 -0.0183  -0.16
16 C 0.4000 -3.3040 1.2097  -0.15
17 C 1.4014 -3.9994 1.8483  -0.27
18 C 2.6717 -4.1055 1.2747  0.32
19 O 3.5902 -4.8171 1.9778  -0.49
20 C 4.8842 -4.9592 1.4416  -0.25
21 C 2.9124 -3.4920 0.0523  -0.40
22 C 1.8832 -2.7966 -0.5598  0.49
23 F 2.1574 -2.2059 -1.7494  -0.34
24 C -0.3430 0.0484 0.6964  -0.22
25 C -0.1481 1.1628 -0.3412  -0.43
26 H -2.9419 5.2050 0.9391  0.22
27 H -1.3273 5.5511 1.5838  0.21
28 H -2.7487 5.6877 2.6289  0.22
29 H -1.5204 3.5621 3.1009  0.19
30 H -3.1440 3.2320 2.4181  0.20
31 H -2.2959 3.0122 -2.3450  0.22
32 H -0.8517 2.1368 -2.8657  0.21
33 H -0.7836 4.4135 -0.8119  0.22
34 H 0.1560 5.7729 -2.6839  0.21
35 H -0.0595 4.3821 -3.8157  0.21
36 H 1.6795 4.3505 -1.2483  0.21
37 H 1.4548 2.9738 -2.3949  0.21
38 H -3.3511 0.8549 -1.5764  0.24
39 H -1.9047 0.0655 -2.2235  0.20
40 H -3.0409 -1.4121 -0.5802  0.20
41 H -2.9629 -0.1326 0.6388  0.20
42 H -0.0832 -1.4068 -1.5841  0.18
43 H -1.2322 -2.6535 -1.0680  0.21
44 H -0.5766 -3.2160 1.6581  0.23
45 H 1.2301 -4.4781 2.7988  0.22
46 H 5.4366 -5.5617 2.1606  0.20
47 H 4.8642 -5.4755 0.4767  0.18
48 H 5.3794 -3.9898 1.3262  0.18
49 H 3.8692 -3.5319 -0.4417  0.23
50 H 0.6282 -0.3518 0.9967  0.21
51 H -0.8263 0.4636 1.5857  0.20
52 H 0.4272 1.9719 0.1051  0.23
53 H 0.4188 0.7731 -1.1892  0.20

Values from the calculation:
Frontier orbital gap, eV: 9.051
2S+1: 1
LUMO, eV: 0.83
DFT total energy, eV: -31544.019
SMILES string: CCOC(=O)C1(CC2CC2)CCN(Cc2ccc(OC)cc2F)CC1

***

Among the records above, which one has the lowest DFT total energy?
C20H28ClFeN5O4

***

Number 1 is which compound?
C20H28ClFGdN2O2

***

The lowest DFT total energy belongs to which entry?
C20H28ClFeN5O4

***

The highest 2S+1 belongs to which entry?
C20H28ClFGdN2O2